Density functional theory data (wB97M-V/def2-TZVPD) for C22H23Br2N8O5Yb as an isolated structure in a non-equilibrium geometry.

Geometry as ORCA input:
```
! wB97M-V def2-TZVPD RIJCOSX def2/J DEFGRID3
* xyz 0 2
Yb -0.561 -0.263 0.542
O -0.523 -1.531 -3.681
C -0.608 -1.399 -2.444
N -0.560 -0.239 -1.747
C -0.417 0.964 -2.382
C -0.005 1.149 -3.725
C 0.172 2.412 -4.293
C -0.098 3.507 -3.436
C -0.441 3.383 -2.125
C -0.584 2.091 -1.563
N -0.961 1.950 -0.209
C -0.589 2.891 0.663
O 0.128 3.872 0.540
C -0.994 2.566 2.099
C -1.308 3.575 2.997
C -1.725 3.219 4.248
C -1.705 1.879 4.647
C -1.314 0.951 3.709
N -1.016 1.287 2.475
C -0.570 -2.673 -1.643
C -0.356 -3.905 -2.275
C -0.138 -5.044 -1.520
C -0.053 -4.881 -0.122
C -0.303 -3.666 0.424
N -0.538 -2.553 -0.356
H 0.055 0.390 -4.462
H 0.372 2.454 -5.353
H -0.084 4.506 -3.839
H -0.483 4.252 -1.466
H -1.157 4.566 2.669
H -2.064 4.065 4.905
H -1.971 1.668 5.633
H -1.144 -0.142 4.002
H -0.308 -3.939 -3.342
H 0.016 -6.033 -2.022
H -0.061 -5.766 0.480
H -0.361 -3.450 1.506
Br 4.747 -2.131 -2.420
C 4.089 -3.960 -2.714
Br 3.508 -4.346 -4.453
H 3.185 -4.065 -2.092
H 4.888 -4.666 -2.526
N -2.924 -0.865 0.316
N -3.280 -1.719 1.431
C -2.288 -2.179 2.338
O -2.611 -3.111 2.995
O -1.162 -1.530 2.238
H -3.606 -0.098 0.206
H -2.868 -1.398 -0.497
H -4.067 -2.289 1.364
C 2.265 1.868 2.975
N 2.559 2.096 1.548
C 2.113 1.371 0.532
N 2.307 1.899 -0.702
O 1.623 0.230 0.755
H 2.122 0.795 3.163
H 1.411 2.463 3.284
H 3.152 2.156 3.544
H 3.000 3.006 1.339
H 2.377 2.907 -0.792
H 1.719 1.451 -1.362
*
```

Results
Expectation value of S²: 0.751
ΔE to the lowest compared entry with this formula, charge and spin in eV: 0.621
LUMO (spin up / spin down) in eV: 0.03 / 0.03

Löwdin atomic charge list, values in e, 5 entries: atom 1 (Yb): 1.68, atom 2 (O): 0.02, atom 3 (C): -0.44, atom 4 (N): -0.03, atom 5 (C): -0.26

***

Density functional theory data (wB97M-V/def2-TZVPD) for a 2-piece molecular cluster, C35H62F3Si4 overall in a non-equilibrium geometry.

Geometry as ORCA input:
```
! wB97M-V def2-TZVPD RIJCOSX def2/J DEFGRID3
* xyz 1 1
C 7.228 -4.013 -0.782
C 5.937 -3.380 -0.278
C 5.381 -2.331 -1.236
C 4.078 -1.698 -0.712
Si 2.875 -1.186 -2.075
C 3.113 0.614 -2.517
C 3.067 -2.263 -3.573
C 1.110 -1.570 -1.454
Si 0.604 -0.886 0.209
H -1.180 1.790 -0.565
C -0.724 -1.817 1.136
Si -2.198 -2.383 0.045
C -3.410 -3.114 1.252
C -3.049 -1.024 -0.930
C -1.557 -3.680 -1.175
C -2.505 -4.876 -1.358
C -2.004 -5.862 -2.418
C -2.883 -7.102 -2.538
C 1.702 0.282 1.144
Si 1.471 0.378 3.050
C 1.778 -1.298 3.805
C 2.796 1.555 3.612
C -0.260 0.884 3.595
C -0.436 2.400 3.695
C -1.622 2.750 4.591
C -1.996 4.221 4.536
H 7.556 -4.796 -0.090
H 7.101 -4.457 -1.774
H 8.022 -3.260 -0.846
H 5.173 -4.152 -0.130
H 6.107 -2.920 0.695
H 6.130 -1.538 -1.379
H 5.233 -2.794 -2.220
H 3.570 -2.414 -0.045
H 4.345 -0.816 -0.107
H 2.703 0.803 -3.520
H 2.615 1.290 -1.806
H 4.184 0.870 -2.549
H 2.077 -2.442 -4.007
H 3.691 -1.769 -4.327
H 3.505 -3.237 -3.328
H 0.411 -1.184 -2.224
H 0.992 -2.668 -1.394
H -0.203 -2.706 1.555
H -1.157 -1.275 2.000
H -4.431 -3.133 0.852
H -3.128 -4.134 1.536
H -3.423 -2.507 2.165
H -3.872 -1.447 -1.530
H -3.492 -0.278 -0.254
H -2.381 -0.492 -1.620
H -1.373 -3.207 -2.150
H -0.584 -4.049 -0.818
H -2.625 -5.401 -0.400
H -3.514 -4.540 -1.643
H -1.955 -5.338 -3.379
H -0.980 -6.152 -2.166
H -2.521 -7.739 -3.349
H -2.861 -7.687 -1.612
H -3.922 -6.830 -2.743
H 2.743 -0.082 0.981
H 1.631 1.320 0.746
H 1.331 -1.341 4.807
H 1.369 -2.114 3.198
H 2.865 -1.433 3.910
H 2.451 2.255 4.380
H 3.618 0.968 4.039
H 3.185 2.128 2.761
H -1.019 0.476 2.909
H -0.447 0.429 4.585
H 0.473 2.856 4.112
H -0.572 2.856 2.704
H -2.493 2.145 4.306
H -1.370 2.456 5.615
H -2.622 4.493 5.389
H -1.118 4.877 4.524
H -2.574 4.419 3.629
F -3.862 7.705 1.234
C -2.890 7.105 1.987
F -1.893 8.017 2.215
F -3.457 6.779 3.206
C -2.370 5.863 1.310
C -0.994 5.671 1.261
C -0.515 4.538 0.610
C -1.424 3.755 -0.096
C -0.880 2.704 -1.027
C -1.482 2.616 -2.420
C -1.058 1.569 -3.274
C -1.677 1.409 -4.510
C -2.697 2.285 -4.917
C -3.106 3.320 -4.076
C -2.497 3.497 -2.828
C -2.800 3.833 0.162
C -3.304 4.939 0.848
H -0.326 6.408 1.680
H 0.552 4.356 0.526
H 0.208 2.732 -1.055
H -0.186 0.954 -2.993
H -1.351 0.620 -5.185
H -3.197 2.088 -5.875
H -3.904 4.021 -4.357
H -2.790 4.339 -2.187
H -3.478 3.077 -0.248
H -4.377 5.105 0.960
*
```

Results
ΔE to the lowest compared entry with this formula, charge and spin in eV: 0.000
LUMO in eV: -4.49

Löwdin atomic charge list, values in e, 5 entries: atom 1 (C): -0.11, atom 2 (C): -0.28, atom 3 (C): -0.28, atom 4 (C): -0.27, atom 5 (Si): 0.49

***

Density functional theory data (wB97M-V/def2-TZVPD) for an isolated molecule of C4H8Cl2 in a non-equilibrium geometry.

Geometry as ORCA input:
```
! wB97M-V def2-TZVPD RIJCOSX def2/J DEFGRID3
* xyz 0 1
C -1.471 -0.233 -0.772
C -0.823 0.284 0.471
C 0.444 -0.399 0.949
C 1.512 0.137 -0.230
Cl 3.071 -0.687 -0.156
Cl 1.774 1.811 -0.045
H -0.711 -0.038 -1.586
H -1.764 -1.312 -0.728
H -2.422 0.357 -0.971
H -0.528 1.324 0.310
H -1.579 0.239 1.252
H 0.925 -0.086 1.917
H 0.402 -1.508 0.807
H 1.168 0.109 -1.217
*
```

Results
ΔE to the lowest compared entry with this formula, charge and spin in eV: 1.085
LUMO in eV: 0.98
Structure (SMILES): CCCC(Cl)Cl

Löwdin atomic charge list, values in e, 5 entries: atom 1 (C): -0.12, atom 2 (C): -0.36, atom 3 (C): -0.21, atom 4 (C): -1.16, atom 5 (Cl): 0.56

***

Density functional theory data (wB97M-V/def2-TZVPD) for C35H29CoN14O4Sb as an isolated structure in a non-equilibrium geometry.

Geometry as ORCA input:
```
! wB97M-V def2-TZVPD RIJCOSX def2/J DEFGRID3
* xyz -2 2
Co -0.525 0.684 0.319
N 6.914 -2.205 6.766
C 6.042 -1.889 6.079
C 4.959 -1.499 5.232
C 4.566 -0.155 5.142
C 3.531 0.219 4.319
C 2.845 -0.718 3.509
C 3.242 -2.072 3.635
C 4.268 -2.451 4.469
C 1.835 -0.312 2.557
C 0.935 0.754 2.887
C 0.719 1.317 4.154
C -0.194 2.368 3.993
C -0.513 2.403 2.647
N 0.148 1.426 1.972
C 1.835 -0.894 1.253
C 2.837 -1.691 0.661
C 2.483 -1.864 -0.680
C 1.290 -1.176 -0.860
N 0.894 -0.596 0.293
H 5.100 0.589 5.720
H 3.263 1.263 4.237
H 2.701 -2.819 3.070
H 4.550 -3.494 4.547
H 1.146 0.958 5.076
H -0.575 3.032 4.754
H -1.166 3.099 2.148
H 3.740 -2.040 1.135
H 3.020 -2.403 -1.447
H 0.745 -1.012 -1.771
N -3.628 1.039 1.502
C -3.146 2.015 0.674
N -3.830 3.087 0.313
N -2.965 3.792 -0.443
N -1.834 3.182 -0.522
N -1.911 2.036 0.197
C -2.944 -0.121 1.772
N -3.436 -1.096 2.511
N -2.435 -1.997 2.582
N -1.403 -1.597 1.925
N -1.696 -0.385 1.388
H -4.607 1.064 1.722
C -2.076 -4.887 1.089
Sb -1.322 -3.518 -0.418
C -0.712 -5.152 -1.757
C -3.278 -3.404 -1.359
H -2.313 -5.850 0.627
H -2.970 -4.443 1.523
H -1.343 -5.025 1.885
H -1.508 -5.897 -1.846
H 0.186 -5.629 -1.357
H -0.482 -4.743 -2.744
H -3.797 -4.354 -1.220
H -3.162 -3.192 -2.425
H -3.859 -2.599 -0.904
N 0.605 1.846 -0.674
C 0.856 2.935 -0.888
C 1.267 4.280 -1.154
C 2.275 4.840 -0.374
C 2.710 6.127 -0.642
C 2.142 6.851 -1.681
C 1.125 6.293 -2.445
C 0.681 5.008 -2.183
H 2.699 4.256 0.433
H 3.493 6.566 -0.039
H 2.489 7.855 -1.893
H 0.679 6.863 -3.249
H -0.122 4.559 -2.752
O -3.475 0.217 -1.457
C -2.375 -0.038 -1.934
O -1.252 -0.144 -1.336
C -2.310 -0.310 -3.430
C -3.417 0.022 -4.201
C -3.403 -0.152 -5.579
C -2.281 -0.667 -6.201
C -1.187 -1.013 -5.423
C -1.190 -0.842 -4.047
N 0.001 -1.560 -6.081
O -0.023 -1.682 -7.295
O 0.951 -1.864 -5.396
H -4.282 0.423 -3.688
H -4.268 0.120 -6.170
H -2.232 -0.807 -7.272
H -0.320 -1.133 -3.476
*
```

Results
Expectation value of S²: 0.780
ΔE to the lowest compared entry with this formula, charge and spin in eV: 0.903
LUMO (spin up / spin down) in eV: 3.36 / 3.36

Löwdin atomic charge list, values in e, 5 entries: atom 1 (Co): 0.50, atom 2 (N): 0.10, atom 3 (C): -0.23, atom 4 (C): -0.27, atom 5 (C): -0.05

***

Density functional theory data (wB97M-V/def2-TZVPD) for an isolated ion of composition C11H6N7O7 and charge -1 in a non-equilibrium geometry.

Geometry as ORCA input:
```
! wB97M-V def2-TZVPD RIJCOSX def2/J DEFGRID3
* xyz -1 1
O 0.288 1.680 1.682
N -0.957 1.609 1.853
O -1.545 2.075 2.855
C -1.697 1.060 0.740
C -3.083 1.239 0.662
C -3.792 1.063 -0.546
N -5.230 1.321 -0.636
O -5.771 1.825 0.381
O -5.876 1.036 -1.660
C -3.006 0.606 -1.666
N -3.305 0.301 -2.952
N -2.144 -0.045 -3.528
N -1.126 0.020 -2.699
N -1.638 0.389 -1.497
C -0.726 0.672 -0.359
O -0.143 -0.573 0.134
C 1.202 -0.866 0.302
C 1.669 -2.217 0.264
C 3.023 -2.560 0.400
C 3.968 -1.507 0.578
N 5.385 -1.775 0.573
O 6.177 -0.798 0.646
O 5.796 -2.955 0.491
C 3.558 -0.147 0.648
C 2.195 0.138 0.509
H -3.628 1.604 1.546
H -0.110 1.590 -0.621
H 0.947 -3.006 0.119
H 3.377 -3.597 0.357
H 4.290 0.656 0.789
H 1.901 1.163 0.637
*
```

Results
ΔE to the lowest compared entry with this formula, charge and spin in eV: 0.142
LUMO in eV: 1.25
Structure (SMILES): O=[N+]([O-])C1=CC(=[N+]([O-])[O-])c2nnnn2[C@@H]1Oc1ccc([N+](=O)[O-])cc1

Löwdin atomic charge list, values in e, 5 entries: atom 1 (O): -0.03, atom 2 (N): -0.32, atom 3 (O): 0.02, atom 4 (C): -0.10, atom 5 (C): 0.08

***

Density functional theory data (wB97M-V/def2-TZVPD) for C35H64AlBr2MgN2O11 as an isolated structure in a non-equilibrium geometry.

Geometry as ORCA input:
```
! wB97M-V def2-TZVPD RIJCOSX def2/J DEFGRID3
* xyz 3 1
C 1.639 -0.121 -0.101
C 1.671 1.221 -0.819
C 0.396 2.020 -0.568
O 0.057 2.748 -1.727
C -1.188 3.383 -1.701
C -2.411 2.465 -1.736
C -3.147 2.048 -0.458
C -4.246 1.154 -1.076
C -3.601 0.686 -2.404
O -4.132 0.113 -3.312
N -2.213 1.164 -2.423
H 0.799 -0.725 -0.449
H 1.530 -0.003 0.981
H 2.552 -0.682 -0.281
H 1.735 1.070 -1.895
H 2.520 1.810 -0.477
H 0.540 2.709 0.276
H -0.401 1.315 -0.278
H -1.264 4.070 -0.847
H -1.218 3.998 -2.596
H -3.179 3.026 -2.280
H -2.504 1.445 0.197
H -3.551 2.868 0.146
H -4.585 0.332 -0.448
H -5.108 1.787 -1.305
H -1.720 0.571 -1.734
C -0.492 -1.083 3.513
C -1.134 0.228 4.040
C -1.059 0.249 5.572
C 0.360 0.367 6.145
C 1.351 1.109 5.233
C 0.722 2.091 4.257
N -0.353 1.374 3.471
O -0.828 1.955 2.541
C 1.794 2.580 3.281
C 0.065 3.284 4.962
C -2.571 0.286 3.538
H -0.513 -1.134 2.422
H -1.054 -1.924 3.912
H 0.543 -1.187 3.835
H -1.694 1.058 5.945
H -1.519 -0.673 5.930
H 0.298 0.850 7.118
H 0.757 -0.627 6.333
H 2.085 1.652 5.826
H 1.926 0.376 4.663
H 2.191 1.757 2.686
H 2.608 3.003 3.866
H 1.416 3.350 2.610
H 0.865 3.785 5.505
H -0.704 2.993 5.676
H -0.359 3.983 4.242
H -3.116 -0.568 3.940
H -2.621 0.219 2.442
H -3.090 1.204 3.895
Mg -2.321 -1.154 -1.105
C 2.102 5.110 -3.046
C 2.048 6.506 -2.467
O 2.655 6.559 -1.163
C 3.995 6.595 -1.172
O 4.688 6.606 -2.153
O 4.418 6.623 0.089
C 5.850 6.642 0.230
H 1.667 4.401 -2.342
H 1.548 5.063 -3.985
H 3.129 4.808 -3.243
H 1.018 6.822 -2.301
H 2.517 7.235 -3.125
H 6.281 7.449 -0.356
H 6.273 5.691 -0.089
H 6.038 6.803 1.286
C 3.326 -3.548 0.706
C 4.158 -4.264 -0.047
C 3.646 -5.304 -0.986
O 4.398 -5.948 -1.676
C 2.173 -5.509 -1.043
C 1.350 -4.791 -0.286
C 1.862 -3.758 0.639
O 1.094 -3.091 1.315
H 3.673 -2.788 1.396
H 5.232 -4.133 -0.021
H 1.820 -6.265 -1.732
H 0.276 -4.922 -0.316
C -1.674 -7.057 -5.407
O -1.996 -5.675 -5.501
C -2.231 -5.044 -4.268
C -1.039 -4.212 -3.840
O 0.086 -4.997 -3.523
C 1.079 -5.030 -4.542
H -1.349 -7.376 -6.393
H -0.871 -7.231 -4.687
H -2.553 -7.640 -5.117
H -2.478 -5.772 -3.488
H -3.092 -4.376 -4.395
H -1.311 -3.658 -2.926
H -0.797 -3.483 -4.622
H 1.591 -4.064 -4.617
H 0.645 -5.284 -5.510
H 1.803 -5.792 -4.264
Br 2.265 -3.391 5.589
C 1.103 -4.520 6.678
C -0.120 -3.750 7.096
Br 0.274 -2.475 8.510
H 1.692 -4.866 7.521
H 0.833 -5.363 6.048
H -0.889 -4.405 7.500
H -0.524 -3.188 6.259
C -4.466 0.609 -6.496
C -4.504 1.492 -8.003
O -3.717 0.673 -8.501
H -3.450 0.608 -6.123
H -5.143 1.210 -5.887
H -4.837 -0.394 -6.664
H -4.160 2.494 -7.697
H -5.585 1.437 -8.223
Al -4.345 2.059 2.403
*
```

Results
LUMO in eV: -11.53

Löwdin atomic charge list, values in e, 5 entries: atom 1 (C): -0.10, atom 2 (C): -0.19, atom 3 (C): -0.24, atom 4 (O): -0.14, atom 5 (C): -0.15

***

Density functional theory data (wB97M-V/def2-TZVPD) for a 2-piece molecular cluster, CClN3O3 overall in a non-equilibrium geometry.

Geometry as ORCA input:
```
! wB97M-V def2-TZVPD RIJCOSX def2/J DEFGRID3
* xyz 0 1
O 0.745 0.367 -0.126
N 1.903 0.403 -0.023
O 2.775 0.250 -0.712
Cl 2.480 0.754 1.686
N -2.306 -1.562 1.125
C -1.983 -0.843 0.237
N -1.736 -0.213 -0.825
O -1.880 0.844 -1.361
*
```

Results
ΔE to the lowest compared entry with this formula, charge and spin in eV: 0.633
LUMO (spin up / spin down) in eV: -2.17 / -2.17
Structure (SMILES): O=[N+]([O-])Cl.N#CN=O

Löwdin atomic charge list, values in e, 5 entries: atom 1 (O): 0.05, atom 2 (N): -0.74, atom 3 (O): 0.11, atom 4 (Cl): 0.60, atom 5 (N): 0.20

***

Density functional theory data (wB97M-V/def2-TZVPD) for a 3-piece molecular cluster, C17H42N7O4P2 overall in a non-equilibrium geometry.

Geometry as ORCA input:
```
! wB97M-V def2-TZVPD RIJCOSX def2/J DEFGRID3
* xyz 1 1
O 0.354 0.077 -1.224
C 0.649 1.282 -1.842
C 0.279 1.448 -3.276
C 0.609 2.758 -3.884
C 1.229 3.782 -3.051
O 1.512 5.025 -3.593
N 1.551 3.558 -1.724
C 1.274 2.352 -1.074
H -0.544 0.202 -0.841
H -0.207 0.632 -3.871
H 0.343 2.893 -4.961
H 0.695 5.548 -3.429
H 2.010 4.290 -1.171
H 1.540 2.260 0.012
O -1.267 1.933 1.582
P -2.433 2.507 2.399
N -2.639 3.852 1.365
C -2.636 5.271 1.632
C -3.395 3.570 0.153
N -1.447 2.782 3.807
C -0.613 3.968 3.948
C -0.631 1.616 4.176
N -3.857 2.995 3.355
C -3.880 3.987 4.412
C -4.580 1.799 3.823
H -3.630 5.642 1.918
H -2.327 5.826 0.740
H -1.920 5.563 2.395
H -4.476 3.613 0.341
H -3.157 2.574 -0.233
H -3.150 4.275 -0.647
H 0.011 4.146 3.063
H 0.044 3.885 4.818
H -1.213 4.853 4.156
H 0.282 1.543 3.574
H -1.194 0.689 4.040
H -0.344 1.666 5.229
H -3.365 3.657 5.320
H -4.920 4.198 4.680
H -3.466 4.945 4.107
H -4.044 1.304 4.643
H -4.687 1.076 3.006
H -5.588 2.048 4.161
O 0.924 -4.128 -3.723
P 1.420 -4.142 -2.274
N 2.814 -3.218 -2.629
C 4.215 -3.477 -2.403
C 2.576 -1.789 -2.723
N 1.642 -5.868 -2.254
C 2.841 -6.501 -2.791
C 0.479 -6.604 -2.770
N 1.820 -4.115 -0.535
C 2.752 -4.992 0.145
C 0.584 -4.046 0.261
H 4.544 -3.148 -1.407
H 4.825 -2.944 -3.139
H 4.485 -4.521 -2.534
H 2.579 -1.322 -1.728
H 1.608 -1.586 -3.192
H 3.328 -1.295 -3.345
H 3.084 -6.144 -3.799
H 2.727 -7.587 -2.831
H 3.698 -6.351 -2.134
H 0.463 -6.638 -3.864
H -0.454 -6.141 -2.437
H 0.478 -7.631 -2.396
H 2.388 -6.021 0.228
H 2.923 -4.617 1.159
H 3.736 -5.009 -0.319
H 0.060 -5.011 0.269
H -0.097 -3.297 -0.160
H 0.788 -3.748 1.292
*
```

Results
LUMO in eV: -4.60

Löwdin atomic charge list, values in e, 5 entries: atom 1 (O): 0.01, atom 2 (C): -0.23, atom 3 (C): 0.11, atom 4 (C): 0.08, atom 5 (C): -0.26